Molecular formula: C34H101N5O19
Method: DFT, ωB97M-V/def2-TZVPD

Computed properties:
DFT total energy ... -83187.19391 eV
E_LUMO ... 0.24 eV
HOMO-LUMO gap ... 7.50 eV
Strongest force on any atom ... 0.3137 Eh/bohr
2S+1 ... 1
Energy above the lowest of the compared OMol25 structures with the same formula, charge and spin ... 50.932 eV
HOMO energy ... -7.3 eV

```
159
Properties=species:S:1:pos:R:3:forces:R:3
C -15.421 -23.960 -5.095 -0.19 -1.15 0.35
O -16.647 -24.030 -5.781 -0.97 0.30 -0.52
H -14.691 -24.630 -5.549 -0.34 1.52 -0.93
H -15.144 -22.947 -4.804 0.38 -0.46 -0.45
H -15.551 -24.502 -4.159 0.33 0.57 -1.70
H -17.289 -24.145 -5.076 -0.47 0.14 -0.26
C -14.754 -19.546 0.731 -0.17 1.02 -1.83
O -14.307 -20.364 -0.358 -6.92 7.01 0.32
H -14.714 -19.955 1.741 0.35 -0.13 -0.05
H -14.265 -18.577 0.639 0.69 0.16 0.70
H -15.765 -19.199 0.518 -0.42 -0.54 0.46
H -13.634 -20.961 -0.025 -0.40 1.28 -0.11
C -12.103 -20.340 -1.825 -0.43 0.93 -0.32
O -11.236 -20.998 -2.728 1.50 0.18 0.99
H -11.686 -20.088 -0.850 0.64 -0.85 -0.13
H -12.402 -19.335 -2.123 0.47 -0.17 -0.15
H -13.026 -20.915 -1.742 1.19 1.33 0.26
H -11.686 -21.248 -3.538 -0.59 0.23 -0.22
C -12.421 -25.361 -3.827 1.88 -3.00 -2.06
O -13.675 -25.595 -4.409 0.16 -1.27 -1.01
H -12.114 -26.304 -3.376 0.44 0.30 0.62
H -11.626 -25.112 -4.530 -0.09 0.31 -0.43
H -12.582 -24.556 -3.110 3.01 -2.07 -1.73
H -13.627 -26.171 -5.175 0.21 0.19 -0.18
C -15.474 -18.786 -1.901 -4.61 5.30 3.81
C -16.357 -17.561 -2.250 1.99 -0.08 -0.24
C -16.689 -16.654 -1.049 -0.29 -1.63 -0.49
O -17.490 -17.496 -0.194 0.49 1.05 -0.44
C -17.475 -17.155 1.173 -0.76 -0.23 -0.93
N -15.510 -16.887 -3.188 -0.89 4.51 0.16
H -14.499 -18.649 -1.432 -0.72 1.35 0.47
H -15.200 -19.582 -2.593 -2.64 9.91 1.08
H -16.113 -19.317 -1.196 0.31 0.36 0.22
H -17.288 -17.873 -2.722 0.44 0.20 0.92
H -17.249 -15.778 -1.378 -0.20 0.19 0.04
H -15.754 -16.313 -0.604 0.09 -0.10 0.40
H -17.928 -16.185 1.378 0.17 0.43 -0.09
H -16.444 -17.185 1.525 -0.10 -0.19 0.60
H -18.190 -17.880 1.560 0.58 -0.17 0.81
H -16.025 -16.297 -3.826 -0.54 0.76 0.20
H -15.076 -17.494 -3.869 -1.84 0.95 0.77
C -15.783 -27.120 -2.223 2.28 -6.86 -1.32
C -15.652 -28.556 -2.772 -1.70 1.03 -1.31
C -14.426 -29.360 -2.369 -1.05 -0.48 -2.48
O -13.155 -28.711 -2.716 -4.68 -2.97 -4.86
C -12.933 -28.423 -4.111 -1.59 -0.87 -0.13
N -16.891 -29.162 -2.393 -0.58 -2.97 1.69
H -16.697 -26.829 -1.705 0.90 -2.89 -1.37
H -15.463 -26.353 -2.928 -1.06 -4.70 -4.25
H -15.016 -26.898 -1.481 0.35 -1.36 0.56
H -15.725 -28.611 -3.859 0.94 0.94 -0.55
H -14.404 -30.350 -2.825 -0.29 -0.17 0.08
H -14.463 -29.446 -1.283 -1.81 -3.25 -1.30
H -13.566 -27.575 -4.373 0.56 -0.28 0.18
H -13.314 -29.230 -4.737 0.20 -0.44 0.03
H -11.872 -28.297 -4.327 -0.09 0.15 0.44
H -16.864 -30.151 -2.598 -0.16 -0.35 0.05
H -17.778 -28.855 -2.766 0.47 0.82 -0.20
C -15.393 -24.784 -2.134 0.23 4.61 0.20
C -14.061 -24.134 -2.270 -1.67 0.71 2.76
C -14.102 -22.576 -2.125 0.99 -1.29 -0.79
O -14.798 -21.952 -3.129 -2.00 -1.32 -0.95
C -15.270 -20.658 -2.824 1.07 -8.44 -1.56
N -13.181 -24.605 -1.156 -7.86 -2.07 -0.18
H -15.905 -24.462 -3.041 -0.86 -0.02 1.76
H -16.031 -24.450 -1.316 2.11 0.41 -0.42
H -15.431 -25.869 -2.232 2.01 7.38 3.40
H -13.584 -24.504 -3.178 -3.73 2.44 1.16
H -13.101 -22.187 -2.314 -0.66 -0.23 -0.18
H -14.198 -22.211 -1.103 -1.38 -0.35 -1.06
H -16.070 -20.533 -2.094 0.36 -2.22 -0.72
H -15.374 -20.113 -3.763 -0.84 -1.31 0.05
H -14.432 -20.100 -2.408 1.88 -4.86 0.57
H -13.169 -25.613 -1.090 -1.02 0.50 0.08
H -12.254 -24.299 -1.417 -5.76 -3.58 -0.60
C -18.646 -19.775 -6.183 0.84 1.08 -0.64
C -18.946 -20.218 -4.753 -1.15 -0.46 -0.83
C -18.189 -19.487 -3.651 0.20 -1.87 -0.11
O -18.502 -20.014 -2.327 -0.77 4.13 -0.21
C -18.276 -21.318 -2.007 -0.37 -1.61 -1.41
N -20.420 -20.076 -4.603 0.69 -0.03 0.41
H -18.432 -18.707 -6.221 0.36 0.37 0.33
H -19.437 -19.803 -6.932 -0.58 -0.75 0.50
H -17.803 -20.250 -6.685 -0.61 -0.11 0.42
H -18.698 -21.277 -4.692 -0.02 -0.18 0.15
H -18.372 -18.414 -3.703 -0.69 -0.31 0.25
H -17.117 -19.595 -3.815 -0.12 0.00 -0.15
H -17.256 -21.543 -2.318 -0.58 -1.20 0.00
H -19.071 -21.870 -2.509 0.46 -0.93 -0.36
H -18.439 -21.612 -0.971 0.20 1.00 0.40
H -20.551 -19.714 -3.669 -0.48 -0.05 0.32
H -20.706 -19.341 -5.234 -0.24 0.13 0.01
C -10.572 -25.389 -0.659 0.52 3.46 0.60
C -11.177 -24.018 -0.804 6.53 1.53 2.89
C -10.348 -22.899 -0.193 1.08 -2.05 -0.33
O -11.337 -22.248 0.572 15.29 -2.97 4.20
C -10.826 -21.188 1.351 -0.40 0.70 0.75
N -11.604 -23.742 -2.236 8.12 4.08 -0.34
H -10.457 -25.551 0.412 -0.29 0.54 0.35
H -9.519 -25.434 -0.937 -0.43 0.95 -1.03
H -11.180 -26.246 -0.951 0.33 3.68 -0.72
H -12.054 -24.147 -0.170 1.35 1.44 1.01
H -9.875 -22.278 -0.953 -0.12 0.51 0.19
H -9.574 -23.342 0.434 0.18 0.14 0.26
H -10.423 -21.599 2.277 0.48 0.04 -0.17
H -11.681 -20.582 1.650 0.08 0.09 -0.13
H -10.148 -20.547 0.788 0.27 -0.24 0.10
H -12.236 -22.955 -2.257 0.95 -0.02 0.04
H -10.728 -23.403 -2.608 0.32 0.20 -0.76
C -14.941 -22.496 1.233 -0.65 -1.54 0.08
C -13.413 -22.359 1.326 -2.60 0.26 0.40
O -12.965 -21.713 0.148 -6.52 -4.00 2.66
O -15.309 -23.527 0.336 -0.61 0.11 0.44
H -15.465 -21.591 0.926 0.38 -0.17 0.33
H -15.381 -22.865 2.159 0.38 0.43 0.57
H -12.918 -23.312 1.516 -0.40 0.08 -0.11
H -13.332 -21.712 2.199 0.82 0.20 0.18
H -12.090 -21.994 -0.130 -0.46 0.40 -1.97
H -14.645 -23.530 -0.358 0.07 -0.69 0.15
C -12.608 -19.245 -4.560 1.36 1.53 3.38
C -13.723 -18.534 -3.705 2.42 -2.08 -3.11
O -14.889 -18.701 -4.442 -0.73 1.23 6.35
O -12.912 -20.576 -4.827 -0.08 -0.25 -0.67
H -11.875 -19.351 -3.760 0.66 0.49 -0.79
H -12.076 -18.662 -5.312 -0.63 -0.11 -0.70
H -13.560 -17.470 -3.528 0.85 -0.40 0.43
H -13.860 -19.152 -2.818 1.92 1.99 -1.35
H -14.743 -18.880 -5.374 0.44 2.99 2.63
H -13.767 -20.567 -5.264 0.63 -0.59 0.48
C -15.396 -20.533 -6.233 -0.10 -0.95 -1.92
C -14.583 -21.575 -6.978 -0.84 -1.96 0.84
O -14.910 -21.599 -8.311 -0.06 1.44 -3.31
O -14.709 -19.269 -6.282 0.28 -4.42 -11.85
H -15.634 -20.828 -5.212 0.25 0.29 -0.18
H -16.331 -20.396 -6.777 0.54 -0.35 0.17
H -14.965 -22.573 -6.766 0.58 0.24 1.67
H -13.495 -21.528 -6.937 -0.06 0.28 0.99
H -14.143 -22.026 -8.702 -0.34 0.01 -0.71
H -14.719 -18.927 -7.179 0.05 0.11 -0.36
C -10.900 -27.782 -0.280 -0.56 -2.12 2.14
C -12.185 -27.736 -1.078 0.82 0.07 1.93
O -13.236 -28.511 -0.494 2.47 1.72 3.54
O -9.819 -27.276 -1.003 2.56 -5.13 -1.04
H -10.770 -28.808 0.063 0.18 -0.32 -0.24
H -10.886 -27.169 0.621 -0.91 -0.61 0.49
H -12.139 -28.264 -2.031 3.08 1.66 1.52
H -12.494 -26.700 -1.215 -0.25 -1.30 -0.31
H -13.945 -28.669 -1.121 2.11 3.07 1.71
H -9.131 -27.154 -0.344 0.36 -0.27 -0.28
C -18.545 -25.845 -0.182 -0.52 0.57 -0.67
C -17.766 -25.446 -1.479 -1.07 0.16 1.95
O -17.820 -24.072 -1.746 -2.14 0.02 -0.16
O -18.476 -27.247 0.098 0.06 0.46 -0.67
H -19.543 -25.465 -0.398 -0.60 -0.50 0.09
H -18.271 -25.286 0.713 0.78 0.25 -0.15
H -18.137 -25.987 -2.349 -0.59 0.21 -0.04
H -16.725 -25.761 -1.407 -2.19 2.06 1.43
H -17.385 -23.562 -1.059 0.17 -0.03 0.35
H -19.074 -27.444 0.824 -0.02 0.04 0.02
```
Positions in Å, forces in eV/Å.